No. 1
The following is a DFT calculation (ωB97M-V/def2-TZVPD) of a 2-piece molecular cluster, C28H48ClN2O3 overall.

XYZ file:
```
82
Properties=species:S:1:pos:R:3:forces:R:3
Cl -3.4603 -1.8931 3.9406 0.52 0.74 -0.29
O -4.4871 2.7364 1.3587 2.28 -1.07 -1.83
O 0.2246 3.4183 0.5342 -2.47 -1.89 -0.96
O 3.6513 -1.8086 -1.0994 -0.10 0.12 1.34
N 4.5762 -0.8848 1.7568 -0.43 1.00 0.44
N -6.5259 2.7670 -1.0094 1.73 1.95 -0.93
C 4.7591 -2.0672 -1.8079 -0.45 0.42 -1.36
C -0.1415 1.2595 -2.8978 -0.47 -0.64 -0.51
C -3.9925 0.8185 4.2467 0.80 -0.51 0.78
C -1.1453 1.3463 0.9877 -2.53 -0.15 0.34
C -2.5398 1.1948 1.1965 1.67 0.65 -0.50
C -0.2072 -2.4126 -1.1850 0.60 -0.96 -0.62
C 4.4901 0.5571 2.1535 0.18 0.04 -0.41
C -1.1822 3.6635 -2.3639 0.48 -1.25 0.33
C 0.3341 -1.2120 -2.0760 -0.41 0.90 1.18
C -1.7458 3.1128 -0.9590 -2.00 0.15 -0.05
C -3.1418 2.9397 -0.7582 2.54 0.30 0.30
C -3.2120 -0.0711 1.8813 0.27 0.34 -0.94
C 0.5395 -4.1069 1.7707 0.49 -0.36 0.55
C -0.7419 2.7083 0.2272 0.43 0.21 0.21
C 2.3389 0.8107 0.5820 0.94 1.23 0.58
C -0.8070 -0.1500 -2.5007 0.54 -0.63 -1.26
C 3.7400 1.4588 1.0356 0.13 0.17 1.29
C 0.5807 -4.5455 0.2321 -0.02 -0.12 0.53
C 1.0128 -3.3987 -0.7813 -0.71 -0.39 -0.76
C -5.6411 3.6741 -1.3381 -0.99 -1.20 0.78
C -3.5291 2.3406 0.6773 -0.25 0.21 0.29
C -2.9837 -0.1545 3.4540 -1.37 0.27 -0.41
C 1.3465 0.7953 1.8265 -0.12 -0.61 -0.05
C 4.4858 -1.6809 -3.2778 0.74 -0.14 -0.51
C -4.2076 3.2794 -1.8887 -0.51 -0.43 0.25
C 1.6872 -3.0862 2.2110 -0.56 -0.02 0.08
C -1.2037 2.3760 -3.3507 -0.98 -0.27 1.22
C -0.1175 0.2272 1.4378 1.12 0.95 -0.70
H 5.6908 -1.5240 -1.5375 0.08 0.33 0.37
H -0.8937 -3.0593 -1.8453 0.61 1.00 1.05
H 1.9465 -2.8223 -0.4728 -1.07 -0.74 -0.41
H -5.9058 4.7664 -1.1777 0.73 -1.10 -0.34
H 5.5627 0.9166 2.3084 -1.38 -0.08 -0.28
H -1.2961 -0.5725 -3.4504 0.38 0.67 1.27
H 3.5901 2.4816 1.5446 -0.07 -1.27 -0.89
H 1.0871 -0.6056 -1.4582 -0.72 -1.12 -0.93
H 1.9655 1.4864 -0.2689 0.24 -1.18 1.16
H 3.9792 0.6547 3.1781 0.60 -0.14 -1.50
H -7.3804 3.2276 -0.6522 0.58 -0.22 -0.20
H 0.5166 1.5748 -2.0285 -0.73 -0.06 -1.12
H 0.8920 -1.6365 -2.9688 -0.70 0.65 1.05
H 1.2464 1.8091 2.3450 0.28 -1.32 -0.81
H -1.9012 -0.0149 3.7605 -1.50 -0.21 -0.44
H 3.6594 -2.2611 -3.7026 -0.03 0.02 0.20
H -1.8086 4.5132 -2.7762 0.70 -1.02 0.64
H 1.3040 -5.4363 0.1700 -0.83 1.40 -0.06
H -4.3283 2.3201 -2.5078 0.01 1.31 0.91
H 0.5099 1.0509 -3.8052 -0.44 0.24 1.32
H -1.6353 -0.0603 -1.7292 1.10 0.06 -0.64
H 5.3768 -1.8803 -3.8924 0.02 0.02 -0.17
H -1.1510 2.6535 -4.4480 0.25 -0.20 1.34
H 4.4416 1.6485 0.1646 -0.91 -0.52 0.87
H -0.4736 -3.6960 2.1112 1.29 -0.41 -0.73
H -0.4712 -0.4019 2.3126 0.00 0.78 -1.36
H -4.3264 -0.0314 1.6095 1.52 -0.05 0.81
H -4.8002 1.2615 3.5882 1.25 -0.40 0.69
H 0.0682 -0.4194 0.5056 -0.50 0.68 1.48
H 1.7868 0.0507 2.5838 -0.66 1.13 -0.99
H 1.2937 -3.9255 -1.7646 -0.21 0.80 1.36
H 4.2497 -0.6163 -3.3803 -0.07 -0.07 0.19
H -0.7977 -2.0850 -0.2637 0.74 -0.26 -1.22
H -2.2423 1.9087 -3.1867 1.43 0.63 -0.50
H -4.4936 0.2219 5.0844 0.70 0.83 -1.24
H 2.5810 -0.2363 0.2098 -0.52 1.19 0.17
H -3.8375 4.0853 -2.6156 -0.41 -1.11 1.29
H -0.4505 -4.9924 -0.0102 1.35 0.74 0.09
H -2.8162 -0.9997 1.3331 -0.31 1.30 1.03
H 2.7292 -3.5538 2.1846 -1.43 0.69 -0.19
H 0.6990 -5.0631 2.3851 -0.37 1.26 -0.73
H 1.6492 -2.1563 1.5570 0.28 -1.21 0.76
H 1.4736 -2.7532 3.2786 0.34 -0.42 -1.19
H -0.0945 4.0018 -2.2825 -1.55 -0.30 0.19
H -3.3475 1.5980 4.7723 -1.10 -0.64 -0.89
H 4.5233 -0.9588 0.7219 -0.26 -0.40 0.56
H 3.7578 -1.3633 2.1501 0.46 0.11 -0.60
H 5.1183 -3.1179 -1.8499 -0.21 -0.40 0.24
```
Positions in Å, forces in eV/Å.

The net charge is -1. The largest force on an atom is 3.3 eV/Å. The LUMO energy is 1.220 eV. The electronic energy is -51454.55440 eV. For the HOMO-LUMO gap, the calculation gives 4.63 eV. The value obtained for the highest occupied orbital energy is -3.41 eV.

---

No. 2
The following is a DFT calculation (ωB97M-V/def2-TZVPD) of C28H48N3O10PtSSiTe as an isolated structure.

XYZ file:
```
93
Properties=species:S:1:pos:R:3:forces:R:3
Pt -0.1688 1.5868 0.7063 0.13 -0.26 -0.74
Te 1.8364 3.1134 0.1919 -0.33 0.25 0.28
S -5.2106 -0.8434 -3.0969 0.04 -0.19 0.01
Si 2.2091 -0.9622 1.4570 0.08 0.08 0.12
O -3.4364 -3.5752 0.5350 0.01 -0.02 -0.15
O 3.7306 -1.1070 0.8389 -0.13 -0.10 -0.08
O 1.4914 -2.4296 1.1445 0.05 0.09 0.01
O -1.9342 3.5875 -0.3976 -0.03 -0.11 -0.12
O 1.4489 0.2839 0.8842 -0.06 -0.27 -0.06
O -3.4029 -3.7597 -1.6208 -0.04 -0.10 0.21
O -2.7985 2.6166 1.3548 -0.04 0.09 0.02
O -5.0996 -0.8346 -1.6615 -0.03 0.00 -0.03
O -5.7924 -1.9811 -3.7654 -0.02 0.05 0.03
O 2.4031 -0.9326 3.1035 0.10 -0.22 -0.09
N -3.1709 -3.1647 -0.5779 0.11 0.25 -0.01
N -2.2262 -1.2041 -1.8080 0.00 0.15 -0.11
N -1.5273 0.0010 -0.0945 0.22 -0.22 0.26
C 0.2222 5.7651 0.1065 0.01 -0.05 0.03
C -0.0466 7.2095 -1.8005 0.01 0.01 0.01
C -2.0678 -1.1476 0.3919 -0.15 0.19 0.11
C 5.6087 -1.4895 2.2542 0.01 0.02 0.05
C -1.1503 1.0083 -2.3450 0.06 -0.11 -0.07
C 1.9807 -0.5996 5.3909 -0.02 0.00 0.01
C 5.8190 -0.4501 -0.0196 0.01 0.01 0.01
C -2.6871 1.7508 2.4662 0.02 0.04 0.04
C 1.2264 5.1768 -1.9811 0.03 0.02 -0.01
C 4.7799 0.8409 1.8481 -0.03 0.04 -0.03
C 1.4659 -3.1709 -0.0676 0.01 0.01 0.00
C -1.7218 2.7844 0.4806 0.10 0.24 0.04
C 0.7173 6.3353 -2.5576 0.03 -0.01 0.02
C -3.5847 -0.5870 -3.7943 -0.04 0.03 -0.02
C 1.4733 -1.2710 4.1198 -0.09 0.12 0.03
C -6.3480 0.7111 -5.0730 0.01 -0.03 0.01
C -2.5472 -1.5270 -3.1938 -0.02 -0.11 -0.02
C -0.2934 6.9166 -0.4650 0.00 0.04 -0.01
C 0.0884 -0.7362 3.7632 0.00 0.01 0.01
C -6.0949 0.6187 -3.5768 -0.05 0.03 -0.04
C 4.9676 -0.5452 1.2416 0.07 0.08 0.03
C -1.6251 -0.0540 -1.4186 -0.07 0.13 0.08
C 2.7923 -3.9045 -0.2547 -0.02 0.00 0.02
C 1.2014 -2.2454 -1.2535 -0.05 0.02 0.02
C 0.3372 -4.1805 0.0943 -0.06 -0.01 -0.05
C -2.5210 -1.8922 -0.6505 -0.05 -0.24 0.04
C 1.4363 -2.7851 4.3027 0.03 -0.02 0.00
C 0.9900 4.8765 -0.6425 0.02 -0.02 0.05
H 2.7601 -4.5274 -1.1516 -0.01 -0.02 -0.02
H -3.6879 -0.7890 -4.8598 0.05 0.04 -0.03
H 0.3305 -1.6221 -1.0465 0.03 -0.05 -0.01
H 6.5879 -1.1187 2.5657 0.02 0.00 0.00
H 0.1966 -4.7661 -0.8168 0.00 -0.01 -0.01
H -1.6245 -1.4578 -3.7707 -0.03 0.02 -0.04
H 1.0266 -2.8300 -2.1600 0.02 0.00 -0.03
H 2.4361 -3.1512 4.5436 0.01 -0.01 0.01
H -3.3285 0.8778 2.3155 0.02 -0.02 0.03
H 1.8146 4.4926 -2.5812 -0.01 -0.01 -0.02
H -7.0251 1.5378 -5.2831 0.00 0.02 0.00
H 2.9976 -0.9333 5.6023 0.02 -0.01 0.00
H -0.4483 8.1115 -2.2458 -0.01 0.01 0.00
H 4.3125 1.5142 1.1282 0.02 -0.02 -0.01
H -0.6057 -0.8727 4.5956 -0.02 -0.01 0.00
H 0.1581 0.3249 3.5198 -0.01 0.02 0.02
H -0.7866 0.5864 -3.2832 -0.04 -0.02 -0.01
H 0.5604 -4.8626 0.9157 0.01 0.00 0.02
H -1.6566 1.4229 2.6323 -0.04 0.03 -0.01
H 2.9827 -4.5434 0.6092 0.01 -0.02 0.01
H -6.7973 -0.2101 -5.4400 -0.02 0.00 0.00
H 5.9794 -1.4435 -0.4422 -0.01 -0.02 -0.01
H -5.5250 1.4612 -3.1846 -0.05 0.03 0.06
H 6.7895 -0.0002 0.1994 0.02 -0.01 0.00
H 4.9658 -1.5746 3.1309 0.00 0.00 0.00
H 0.9188 6.5528 -3.6002 -0.01 -0.01 -0.01
H -2.1310 -1.3727 1.4412 0.07 -0.01 0.01
H -3.0240 2.2905 3.3539 -0.03 -0.03 -0.01
H -2.8995 -2.5544 -3.2337 0.09 0.11 0.02
H 3.6079 -3.1900 -0.3413 0.02 0.01 -0.01
H 0.0109 5.5384 1.1434 0.01 0.00 0.02
H 0.7585 -3.0535 5.1160 -0.01 -0.01 0.02
H 4.1403 0.7931 2.7301 0.03 -0.01 0.01
H -3.3210 0.4575 -3.6418 0.02 0.03 -0.01
H 1.9935 0.4832 5.2622 0.00 0.02 -0.01
H -0.5923 -3.6629 0.3329 0.00 -0.01 -0.01
H 1.3447 -0.8479 6.2431 -0.01 0.01 0.01
H -0.8922 7.5910 0.1353 -0.03 -0.01 0.00
H 5.3048 0.1629 -0.7602 0.00 0.03 0.00
H 5.7301 -2.4810 1.8147 0.00 -0.02 -0.01
H -1.9420 1.7322 -2.5476 0.03 0.04 0.06
H 1.1052 -3.2678 3.3841 0.00 0.01 0.01
H -0.3040 -1.2583 2.8875 0.01 -0.02 0.00
H -7.0214 0.5367 -3.0050 0.00 0.03 -0.01
H 5.7490 1.2532 2.1367 0.01 0.03 0.01
H -5.4261 0.8892 -5.6262 0.02 0.01 -0.01
H 2.0474 -1.5762 -1.4184 0.02 0.01 0.01
H -0.3409 1.5545 -1.8588 -0.01 0.00 0.00
```
Positions in Å, forces in eV/Å.

The net charge is -1. The largest force on an atom is 0.8 eV/Å. The LUMO energy is 1.580 eV. The electronic energy is -84018.70844 eV. For the HOMO-LUMO gap, the calculation gives 5.48 eV. The value obtained for the highest occupied orbital energy is -3.90 eV.

---

> What is the net charge in the second record?

-1

---

> Among the records above, which one has the highest HOMO-LUMO gap?

C28H48N3O10PtSSiTe

---

> The highest highest occupied orbital energy belongs to which entry?

C28H48ClN2O3